No. 1
{
  "formula": "C25H31BrN2O4V",
  "method": "the ωB97M-V functional and the def2-TZVPD basis",
  "homo_energy_ev": -4.4,
  "charge": -1,
  "homo_lumo_gap_ev": 6.86,
  "e_lumo_ha": 0.0893,
  "elements": ["V", "N", "C", "C", "O", "N", "C", "C", "O", "O", "H", "H", "H", "H", "H", "H", "C", "C", "C", "C", "C", "C", "C", "Br", "C", "O", "C", "C", "C", "C", "C", "C", "H", "H", "H", "H", "H", "H", "H", "H", "H", "H", "H", "H", "H", "H", "H", "H", "H", "H", "H", "H", "C", "C", "C", "C", "C", "C", "C", "H", "H", "H", "H", "H"],
  "positions_angstrom": [[1.417, -1.535, 1.395], [0.106, -1.486, 3.097], [0.634, -2.355, 4.166], [2.130, -2.065, 4.277], [2.703, -2.101, 5.369], [2.618, -1.777, 3.077], [3.958, -1.227, 2.922], [3.788, -0.395, 1.644], [3.232, -1.127, 0.701], [4.078, 0.784, 1.593], [0.079, -0.521, 3.413], [-0.835, -1.752, 2.828], [0.486, -3.392, 3.861], [0.156, -2.188, 5.131], [4.708, -2.010, 2.765], [4.255, -0.614, 3.772], [-3.037, 3.210, -3.619], [-1.538, 2.939, -3.825], [-0.786, 4.277, -3.873], [-1.363, 2.245, -5.176], [-1.008, 2.090, -2.673], [-0.430, 0.842, -2.851], [0.029, 0.132, -1.761], [0.865, -1.543, -2.107], [-0.050, 0.581, -0.425], [0.415, -0.133, 0.566], [-0.636, 1.864, -0.247], [-1.081, 2.556, -1.367], [-0.754, 2.612, 1.098], [-0.411, 1.800, 2.349], [0.196, 3.820, 1.059], [-2.199, 3.104, 1.297], [-3.430, 3.821, -4.436], [-3.220, 3.735, -2.681], [-3.588, 2.268, -3.592], [-1.164, 4.897, -4.691], [0.280, 4.107, -4.030], [-0.904, 4.835, -2.943], [-1.762, 2.885, -5.967], [-1.901, 1.296, -5.205], [-0.311, 2.054, -5.395], [-0.312, 0.398, -3.829], [-1.498, 3.544, -1.211], [0.629, 1.483, 2.348], [-1.062, 0.928, 2.424], [-0.578, 2.432, 3.227], [1.228, 3.484, 0.940], [0.124, 4.391, 1.988], [-0.044, 4.484, 0.226], [-2.889, 2.258, 1.305], [-2.519, 3.791, 0.513], [-2.284, 3.628, 2.252], [0.986, -3.018, 0.875], [0.636, -4.341, 0.436], [1.553, -5.152, -0.247], [1.205, -6.428, -0.658], [-0.062, -6.934, -0.397], [-0.985, -6.141, 0.276], [-0.644, -4.862, 0.682], [2.540, -4.751, -0.441], [1.929, -7.037, -1.184], [-0.332, -7.933, -0.715], [-1.979, -6.522, 0.479], [-1.366, -4.237, 1.193]],
  "lowdin_charge": [0.8580, -0.0313, -0.1371, -0.5644, -0.0077, -0.0513, -0.1159, -0.6256, -0.1494, 0.0498, 0.0822, 0.1041, 0.1191, 0.1131, 0.1208, 0.1161, -0.0521, -0.5612, -0.0510, -0.0739, -0.1858, -0.0964, -0.5428, 0.8248, -0.3396, -0.2279, -0.0761, -0.0136, -0.5232, -0.0698, -0.0406, -0.0570, 0.0784, 0.0739, 0.0884, 0.0788, 0.0900, 0.0739, 0.0797, 0.0851, 0.0857, 0.0849, 0.0941, 0.0831, 0.0758, 0.0858, 0.0971, 0.0819, 0.0748, 0.0894, 0.0669, 0.0790, -0.1935, -0.3067, -0.0488, -0.1016, -0.1182, -0.1074, -0.0588, 0.1149, 0.0948, 0.0888, 0.0930, 0.1025]
}

No. 2
{
  "formula": "C39H26BiCl5N6O5S",
  "method": "the ωB97M-V functional and the def2-TZVPD basis",
  "homo_energy_ev": -0.6,
  "relative_energy_kj_mol": 132.89,
  "charge": -2,
  "homo_lumo_gap_ev": 4.14,
  "e_lumo_ha": 0.1312,
  "elements": ["Bi", "Cl", "C", "C", "C", "N", "C", "O", "C", "C", "C", "C", "C", "N", "C", "C", "C", "Cl", "N", "C", "O", "C", "C", "C", "C", "C", "N", "H", "H", "H", "H", "H", "H", "H", "H", "H", "H", "Cl", "C", "C", "C", "C", "C", "C", "C", "H", "H", "H", "H", "H", "H", "Cl", "C", "C", "C", "C", "C", "Cl", "C", "N", "C", "C", "C", "C", "C", "C", "C", "C", "O", "O", "H", "H", "H", "H", "H", "H", "H", "H", "H", "H", "O", "S", "N"],
  "positions_angstrom": [[0.569, -1.609, 0.586], [1.641, -8.418, -0.386], [1.158, -6.926, 0.372], [1.813, -5.759, 0.006], [1.441, -4.557, 0.578], [1.985, -3.306, 0.234], [3.324, -3.083, 0.261], [4.180, -3.942, 0.412], [3.669, -1.628, 0.084], [4.960, -1.254, -0.100], [5.248, 0.154, 0.020], [4.258, 1.042, -0.127], [2.943, 0.493, -0.624], [2.642, -0.723, 0.143], [0.423, -4.528, 1.552], [-0.232, -5.696, 1.907], [0.137, -6.892, 1.310], [-0.704, -8.344, 1.773], [0.180, -3.263, 2.080], [-0.246, -2.991, 3.309], [-0.634, -3.752, 4.189], [-0.091, -1.509, 3.636], [-0.584, -0.987, 4.817], [-0.309, 0.332, 5.130], [0.502, 1.075, 4.287], [0.955, 0.489, 3.120], [0.626, -0.760, 2.793], [2.628, -5.787, -0.702], [5.730, -2.010, -0.136], [6.248, 0.471, 0.300], [4.381, 2.100, 0.073], [3.087, 0.193, -1.681], [-1.023, -5.666, 2.641], [-1.171, -1.637, 5.450], [-0.715, 0.780, 6.028], [0.770, 2.097, 4.515], [1.609, 1.003, 2.428], [3.583, 6.799, -2.846], [3.071, 5.257, -2.192], [2.878, 5.127, -0.828], [2.445, 3.908, -0.323], [2.217, 2.818, -1.160], [1.790, 1.488, -0.602], [2.422, 2.981, -2.527], [2.852, 4.194, -3.050], [3.060, 5.968, -0.171], [2.267, 3.804, 0.742], [1.418, 1.618, 0.415], [0.961, 1.091, -1.200], [2.233, 2.151, -3.197], [3.007, 4.315, -4.114], [-0.742, 2.885, 1.488], [-1.291, 3.157, -0.150], [-1.010, 4.429, -0.613], [-1.192, 4.786, -1.939], [-1.554, 3.794, -2.822], [-1.861, 2.531, -2.358], [-2.103, 1.330, -3.613], [-1.901, 2.186, -0.985], [-2.443, 0.990, -0.583], [-3.551, 0.482, -1.333], [-4.648, 1.323, -1.504], [-5.776, 0.876, -2.169], [-5.819, -0.424, -2.640], [-4.741, -1.269, -2.436], [-3.589, -0.841, -1.773], [-2.458, -1.821, -1.563], [-2.650, -2.561, -0.217], [-3.380, -3.549, -0.218], [-2.057, -2.020, 0.783], [-0.625, 5.144, 0.101], [-0.995, 5.793, -2.278], [-1.592, 3.975, -3.888], [-2.466, -0.165, 1.058], [-4.592, 2.332, -1.108], [-6.628, 1.534, -2.290], [-6.695, -0.787, -3.167], [-4.780, -2.296, -2.781], [-1.506, -1.285, -1.568], [-2.462, -2.582, -2.343], [-3.896, 3.018, 1.286], [-4.029, 1.490, 1.554], [-2.570, 0.828, 0.843]],
  "lowdin_charge": [1.9629, 0.6181, -0.6811, -0.0434, -0.2305, -0.0883, -0.4796, 0.0396, -0.2823, -0.0562, -0.1169, -0.0544, -0.3749, -0.1527, -0.2078, -0.0221, -0.6763, 0.6277, -0.0629, -0.4725, 0.0476, -0.1720, 0.0177, -0.0335, -0.0580, -0.1428, -0.0319, 0.1120, 0.0953, 0.0908, 0.0911, 0.1457, 0.1124, 0.1212, 0.1102, 0.1065, 0.0938, 0.6091, -0.6716, -0.1057, -0.0485, -0.2315, -0.1485, -0.0166, -0.1047, 0.1003, 0.1115, 0.0523, 0.1121, 0.1223, 0.0997, 0.7226, -0.5431, -0.1447, -0.1092, -0.1501, -0.5495, 0.7310, -0.2521, -0.0889, -0.2884, -0.0705, -0.0942, -0.1045, -0.0440, -0.1838, -0.0873, -0.6886, 0.0039, -0.2376, 0.0936, 0.0937, 0.0902, 0.0179, 0.1025, 0.0934, 0.0883, 0.1092, 0.0581, 0.1113, -0.8015, 0.6250, -0.3357]
}

No. 3
{
  "formula": "C2H5Br2OP",
  "method": "the ωB97M-V functional and the def2-TZVPD basis",
  "multiplicity": 3,
  "homo_energy_ev": [-5.3, -10.3],
  "relative_energy_kj_mol": 119.05,
  "homo_lumo_gap_ev": [5.70, 6.77],
  "e_lumo_ha": [0.0146, -0.1287],
  "s_squared": 2.005,
  "elements": ["C", "C", "O", "P", "Br", "Br", "H", "H", "H", "H", "H"],
  "positions_angstrom": [[0.199, -0.154, -0.552], [-1.127, -0.548, 0.165], [1.279, 0.004, 0.286], [-2.600, -0.019, -0.853], [-2.957, 1.858, 0.214], [-3.977, -1.265, 0.174], [0.040, 0.777, -1.211], [1.346, 0.952, 0.495], [0.354, -1.055, -1.214], [-1.328, 0.044, 1.085], [-1.299, -1.690, 0.055]],
  "lowdin_charge": [-0.3856, -0.5081, -0.0563, 0.0291, 0.1562, 0.3124, 0.1224, 0.1054, 0.1230, 0.0354, 0.0661]
}

No. 4
{
  "formula": "C24H50N6O5P",
  "method": "the ωB97M-V functional and the def2-TZVPD basis",
  "homo_energy_ev": -12.7,
  "charge": 1,
  "homo_lumo_gap_ev": 10.37,
  "e_lumo_ha": -0.0869,
  "elements": ["C", "O", "C", "N", "C", "C", "N", "C", "O", "C", "O", "C", "C", "O", "P", "O", "H", "H", "H", "H", "H", "H", "H", "H", "H", "H", "H", "H", "H", "H", "H", "H", "H", "H", "H", "H", "H", "H", "C", "C", "C", "C", "N", "H", "H", "H", "H", "H", "H", "H", "C", "C", "C", "C", "N", "H", "H", "H", "H", "H", "H", "H", "C", "C", "C", "C", "N", "H", "H", "H", "H", "H", "H", "H", "C", "C", "C", "C", "N", "H", "H", "H", "H", "H", "H", "H"],
  "positions_angstrom": [[2.064, -3.992, 1.572], [1.305, -3.713, 0.404], [0.091, -3.170, 0.738], [-0.572, -2.671, -0.522], [-1.902, -3.361, -0.742], [-1.801, -4.836, -1.122], [-3.128, -5.460, -1.060], [-0.780, -1.152, -0.433], [-1.747, -0.853, 0.485], [-2.961, -0.334, -0.035], [-3.939, -1.322, -0.106], [-4.839, -1.329, 1.003], [-5.516, -2.662, 1.040], [-6.189, -2.818, -0.180], [0.506, -2.894, -1.959], [1.570, -1.903, -1.924], [2.268, -3.073, 2.118], [3.016, -4.412, 1.290], [1.553, -4.695, 2.222], [-0.541, -3.947, 1.155], [0.193, -2.333, 1.419], [-2.423, -3.309, 0.202], [-2.500, -2.783, -1.430], [-1.149, -5.356, -0.431], [-1.392, -4.976, -2.114], [-3.788, -4.812, -1.485], [-3.398, -5.459, -0.080], [-0.972, -0.783, -1.438], [0.162, -0.735, -0.116], [-3.301, 0.461, 0.612], [-2.846, 0.083, -1.030], [-5.582, -0.556, 0.832], [-4.322, -1.135, 1.939], [-4.742, -3.423, 1.182], [-6.183, -2.721, 1.896], [-6.629, -3.672, -0.213], [-0.340, -2.775, -3.081], [0.954, -4.221, -1.953], [1.373, 2.771, -3.737], [2.020, 2.231, -2.465], [1.112, 1.262, -1.703], [-0.136, 1.909, -1.282], [-1.124, 2.389, -0.965], [0.474, 3.349, -3.515], [2.062, 3.431, -4.263], [1.099, 1.961, -4.417], [2.290, 3.060, -1.817], [2.944, 1.712, -2.721], [1.623, 0.891, -0.814], [0.857, 0.404, -2.325], [6.209, 5.000, -3.934], [4.829, 5.649, -3.906], [4.402, 6.102, -2.503], [4.340, 4.958, -1.591], [4.287, 4.060, -0.884], [6.235, 4.090, -3.332], [6.481, 4.725, -4.953], [6.971, 5.682, -3.554], [4.092, 4.947, -4.301], [4.826, 6.519, -4.563], [3.421, 6.570, -2.532], [5.109, 6.830, -2.105], [-0.018, 7.528, 1.467], [0.916, 6.336, 1.287], [2.353, 6.747, 0.945], [2.395, 7.501, -0.312], [2.423, 8.083, -1.296], [-0.106, 8.108, 0.548], [-1.018, 7.191, 1.738], [0.341, 8.192, 2.256], [0.526, 5.688, 0.499], [0.933, 5.748, 2.206], [2.986, 5.867, 0.839], [2.773, 7.371, 1.735], [-1.736, -6.503, 5.914], [-1.783, -5.078, 5.374], [-2.067, -5.023, 3.867], [-1.020, -5.721, 3.110], [-0.195, -6.258, 2.528], [-0.928, -7.078, 5.458], [-1.563, -6.495, 6.989], [-2.675, -7.026, 5.727], [-0.836, -4.579, 5.584], [-2.561, -4.519, 5.894], [-2.108, -3.986, 3.526], [-3.027, -5.491, 3.642]],
  "lowdin_charge": [-0.0407, -0.1914, -0.1949, -0.2193, -0.1496, -0.2596, 0.0386, -0.2073, -0.0283, -0.2117, -0.1136, -0.1728, -0.2529, -0.0327, 0.8175, -0.3301, 0.1019, 0.1043, 0.0592, 0.1094, 0.1515, 0.1141, 0.1338, 0.1127, 0.0991, 0.0769, 0.0671, 0.1268, 0.1254, 0.1434, 0.1352, 0.1385, 0.1345, 0.1030, 0.1275, 0.0984, 0.0656, 0.0624, -0.0920, -0.2521, -0.1981, -0.2335, 0.1723, 0.0746, 0.0609, 0.0776, 0.0686, 0.1163, 0.1207, 0.0903, -0.1065, -0.2501, -0.1927, -0.2321, 0.1581, 0.0690, 0.0731, 0.0784, 0.0945, 0.1129, 0.0698, 0.1271, -0.1071, -0.2591, -0.1771, -0.2256, 0.1647, 0.0720, 0.0726, 0.0782, 0.1069, 0.1075, 0.0949, 0.1238, -0.1002, -0.2543, -0.1852, -0.2299, 0.1780, 0.0741, 0.0788, 0.0809, 0.1139, 0.1120, 0.1091, 0.1220]
}

Largest force on an atom list, top to bottom, in eV Å⁻¹: 0.88 0.52 4.80 1.34
Molecular weight list, top to bottom, in g/mol: 554.38 1076.99 235.84 533.68